No. 1
Formula: C3H4N4O
Source: OMol25
Level of theory: the ωB97M-V functional and the def2-TZVPD basis

Structure (XYZ):
```
12
Properties=species:S:1:pos:R:3:forces:R:3
C -0.6383 1.7812 0.7658 -8.1256 0.7459 -3.0493
C 1.2675 -1.0459 -0.3501 0.1109 -0.4338 -2.7624
H -0.2506 -2.3516 -0.3535 3.8557 0.5718 -2.9792
H -1.7035 2.4864 0.6095 3.7711 -1.5964 1.5781
N -1.8618 -0.2455 -0.5072 1.8636 0.9376 -0.0310
N 0.8852 -2.1540 -0.9852 -3.6895 2.1643 5.7054
O 1.2658 1.0065 0.8185 1.5107 -2.6365 -0.3395
H -1.4398 -1.1217 -0.8748 -0.7968 0.6335 0.0692
C -0.8537 0.4451 -0.0765 1.1153 1.1036 2.5749
H 2.3912 -0.8165 -0.4477 -1.8274 0.1653 0.3908
N 0.4522 0.0941 0.1195 3.0579 -4.6034 -1.6458
N 0.4857 1.9221 1.2816 -0.8459 2.9480 0.4887
```
Forces are in eV/Å.

Properties
- E_HOMO (eV) = -9.540
- ΔE to the lowest compared entry with this formula, charge and spin (kcal/mol) = 171.6
- LUMO (hartree) = -0.002
- DFT total energy (Eh) = -410.7299

Atom charges from the Löwdin analysis, given in e for atoms 1 to 8: -0.0638, -0.1944, 0.1713, 0.1958, 0.1146, 0.0460, -0.0394, 0.0116



No. 2
Formula: C15H38IrN5O3PS2
Source: OMol25
Level of theory: the ωB97M-V functional and the def2-TZVPD basis

Structure (XYZ):
```
65
Properties=species:S:1:pos:R:3:forces:R:3
C 3.4801 -0.8788 -2.5710 -0.0717 -0.1240 -0.0468
H 1.4546 -1.6615 1.2618 0.0164 0.0463 -0.3696
O -0.7007 -1.5442 2.8639 -0.0289 0.0958 0.1219
H 2.1143 1.5248 -2.8579 0.0609 0.0269 -0.0003
C -0.3456 1.3776 4.0774 0.0495 -0.0164 0.1674
H -2.5302 -3.2948 0.9233 0.0024 0.0086 -0.1500
C 1.9408 -0.4095 2.8327 0.0541 -0.0048 0.1236
H 2.5289 1.5811 2.3865 0.0155 0.0269 0.0323
S 0.2424 0.4665 -1.1311 -0.0766 0.1013 0.6626
H 3.1337 -0.5164 -1.6016 0.0618 0.0282 0.0186
H -0.9633 0.9602 -3.9881 -0.0349 0.0253 -0.0199
H -2.3491 0.7646 -2.8915 -0.0174 0.0231 -0.0137
H -2.4117 -0.1497 3.1122 -0.0809 -0.0198 -0.0719
P 0.2885 -1.2855 -2.2796 0.3485 -1.3006 0.2717
C -1.2600 -1.4427 -5.3420 0.0181 -0.1108 0.0447
H -0.9350 2.4224 -0.4425 -0.1275 -0.0436 0.0110
H -3.1614 1.0866 2.3453 0.0002 -0.0592 -0.0640
C -1.8510 -1.0083 -4.0203 0.0200 0.1417 -0.0910
C 0.5419 2.9983 2.4709 -0.0358 0.1271 0.1419
C -1.2137 -2.6010 2.4288 -0.1313 -0.0870 0.0178
O 1.1861 -0.9789 -3.5205 -0.0636 0.5927 -0.0324
H -1.6626 2.7749 0.9919 -0.0131 0.0182 -0.0260
H 3.5511 -1.9639 -2.5340 -0.0098 -0.0012 0.0386
H 1.2275 2.6562 0.4572 -0.0222 0.0038 -0.0222
H 4.4742 -0.4744 -2.7626 -0.0302 0.0266 -0.0142
H -2.8365 -1.4549 -3.9036 -0.0134 -0.0070 0.0564
H 2.1353 -0.2426 0.7875 -0.1475 -0.1485 -0.2535
H -0.2618 3.5455 2.9601 0.0416 0.0280 0.0320
C -1.9074 -1.2893 0.4269 0.8693 0.9675 -0.3906
H -0.0077 1.9944 4.9166 0.0858 0.0184 -0.0455
H -1.7456 -4.5292 2.8395 -0.0426 0.0252 -0.0358
O -1.1148 -1.6107 -2.8877 -0.0890 0.2616 -0.0803
H -1.9446 2.7036 3.4500 -0.0230 0.0191 0.0426
H 1.4731 3.4817 2.7726 -0.0011 -0.0536 0.0917
S 0.8612 -2.7642 -1.1645 0.2675 -0.0124 -0.0374
C 2.4525 1.0788 -3.7949 -0.1558 -0.0454 -0.1062
N 0.5069 1.5813 2.8908 -0.2665 -0.1900 -0.5991
H 0.3315 4.1580 0.7071 -0.1124 -0.0530 -0.1913
C -1.9447 0.4949 -3.8677 0.0499 -0.0589 0.0640
H 1.7583 1.3559 -4.5886 0.0181 0.0256 0.0055
H -2.6081 0.8904 -4.6363 0.0223 0.0006 -0.0109
H -1.7859 -1.3069 -0.6479 -0.4677 -0.2304 -0.0433
N -1.3658 -3.6688 3.1990 0.0851 0.0363 0.1206
C 2.5469 -0.4261 -3.6727 0.1299 0.0551 0.1443
C 1.8733 1.0668 3.0930 0.1827 0.0142 0.0329
H 2.9678 -0.7469 2.9861 -0.0144 -0.1255 -0.1477
H 2.8695 -0.8530 -4.6199 -0.0751 -0.0452 -0.0293
N -0.8347 2.3599 0.5705 -0.3153 -0.4050 -0.0138
N -2.2673 0.7730 2.7116 0.2176 -0.3399 -0.0945
H -2.8935 -0.9068 0.6946 0.0274 0.0875 -0.0062
C 0.3816 3.1026 0.9828 0.1663 0.1456 -0.0867
H -1.0485 -3.6574 4.1560 0.0381 0.0109 -0.0045
H -1.2009 -2.5291 -5.3968 0.0144 0.0120 -0.0171
H 1.2927 -0.9657 3.5018 0.0627 -0.0246 0.0280
H -0.2671 -1.0258 -5.4959 -0.0194 0.0224 -0.0101
H 3.4322 1.4866 -4.0428 -0.0018 -0.0050 0.0157
H -0.8387 -3.1460 0.4512 -0.0363 -0.0322 -0.0317
H -2.3664 1.5585 4.7014 -0.0984 -0.0273 -0.0507
C -1.7955 1.6770 3.7793 -0.0473 -0.0200 0.0147
C -1.6425 -2.6621 1.0118 -0.2094 -0.0707 0.0514
Ir -0.5292 0.2136 1.1445 0.5572 0.6841 0.6859
H -1.9113 -1.0948 -6.1443 -0.0058 -0.0184 0.0041
H 2.2368 1.2841 4.1020 -0.0408 0.1186 -0.0100
N 1.4836 -0.6598 1.4492 -0.6200 -0.1802 0.1031
H -0.2647 0.3297 4.3683 0.0634 0.0353 0.0733
```
Forces are in eV/Å.

Properties
- E_HOMO (alpha / beta) (eV) = -13.733 / -13.738
- ΔE to the lowest compared entry with this formula, charge and spin (kcal/mol) = 40.4
- LUMO (alpha / beta) (hartree) = -0.272 / -0.259
- multiplicity = 2
- expectation value of S² = 0.7602
- charge = +2
- DFT total energy (Eh) = -2335.4762

Atom charges from the Löwdin analysis, given in e for atoms 1 to 8: -0.0658, 0.0558, -0.1014, 0.0410, -0.1646, 0.1426, -0.1929, 0.1352



No. 3
Formula: C32H57As2Cl3CoN3O9Si
Source: OMol25
Level of theory: the ωB97M-V functional and the def2-TZVPD basis

Structure (XYZ):
```
108
Properties=species:S:1:pos:R:3:forces:R:3
H -0.1128 -4.5643 2.5335 -0.0524 -0.1157 -0.0783
N -1.3930 -0.8117 0.7517 1.0015 -0.3861 0.3488
H 1.9681 4.2713 -7.9995 -0.0686 -0.0312 0.0109
H 1.9367 -1.8884 -3.8798 -0.0215 0.0609 -0.0280
H 1.7778 -1.9635 6.2958 0.0096 -0.1220 0.0679
C 1.0128 1.7655 -4.6175 0.4595 0.2547 -0.1291
H -2.3239 -4.0154 3.4453 -0.0139 -0.1802 -0.0752
As 2.8582 2.4072 -4.2429 0.0702 -0.4259 0.0503
O 3.0538 -1.5774 -1.4162 -0.1328 0.1963 -0.0254
C -4.9320 -1.4469 0.0325 -0.5281 0.1959 -0.2748
H 3.1199 0.9381 2.0857 -0.0565 0.0072 -0.0782
H -1.1594 0.9201 5.3218 0.1282 0.1325 0.0242
H 1.2716 -3.5122 2.7755 0.1799 -0.0334 -0.0463
H 4.2216 1.1380 -5.9522 -0.0834 0.1073 0.0411
C 2.8222 1.1688 1.0658 0.6392 0.0137 0.1189
C -2.2478 -2.8709 -1.6310 0.0195 0.1015 0.1438
O 0.6903 2.4384 -0.9660 0.1073 0.4501 0.0834
H -0.5728 -3.1939 5.9650 -0.0493 0.0548 0.1998
H -1.7284 -3.8086 -1.8088 0.0624 -0.0775 -0.0373
C 1.8956 1.0402 4.6260 -0.2398 -0.2015 -0.1065
H -6.5226 -1.1220 -1.3623 -0.1213 -0.0126 -0.0499
C -2.1869 1.9486 -3.2881 0.0180 0.3388 0.1976
H -2.5559 -2.6826 4.5520 -0.1214 0.0676 0.1122
H 2.9117 1.3065 4.9088 0.1617 0.0670 -0.0140
H -1.5399 2.7422 -3.6631 -0.0140 -0.0016 0.0318
H 0.1932 -2.1588 -4.0487 -0.0289 0.1233 0.0067
H 1.2261 1.5227 5.3327 -0.1137 0.1393 0.0695
O 1.7550 4.0340 -2.1806 -0.0572 -0.4773 -0.0055
H -0.0552 4.9414 -1.7159 0.1167 0.0221 -0.0217
Cl -2.0619 4.4885 0.6524 0.1461 -0.1773 0.4605
Co -0.1820 0.1860 1.9571 0.8393 -1.3710 -1.8103
O -0.6679 2.2970 -6.2161 -0.0446 0.2483 -0.1630
H 4.6842 0.6475 -4.3176 -0.0824 0.0647 -0.0121
C 1.0161 5.0620 -1.5379 -0.3442 0.2426 0.2262
H -2.3237 1.4369 0.5463 -0.0877 0.0568 -0.0897
H 1.0545 -2.7546 -2.6131 -0.0214 0.1574 0.0540
H 3.2100 -0.0172 -5.0771 -0.0146 0.0483 0.0755
C -1.6933 4.2036 2.3776 -0.8349 2.0705 0.0021
N -0.7173 1.8228 2.6015 -1.1215 3.2554 0.2048
H -5.3111 -2.2511 -1.9519 0.0242 -0.1098 -0.0897
C 0.4710 2.4036 -5.8441 -0.2853 -0.1040 0.0210
N -3.4859 -1.6136 0.1044 0.4265 0.2666 0.1270
H -3.8207 -3.5994 -0.3671 0.0252 0.0361 0.1738
H 3.7970 -0.7964 4.1247 0.1202 0.0596 0.0016
H -2.9584 -2.7202 -2.4375 -0.0405 0.0623 -0.1238
Cl -0.5290 5.4308 2.9776 -0.4405 -0.6871 -0.2321
H 1.1463 -0.3903 6.7841 -0.1051 0.0573 0.1501
C 1.0569 3.8111 -7.6280 -0.2746 0.2090 -0.4885
C 4.0663 -2.5352 -1.1282 0.4635 -0.1955 0.0008
C -5.4578 -1.3324 -1.3930 0.0497 0.0014 0.2480
O 1.4256 3.1084 -6.4433 0.0727 -0.0970 0.0201
H -1.5619 -0.6353 6.0207 0.0232 -0.1984 0.1288
H -2.4188 -2.3631 2.8285 -0.1337 0.0665 -0.2137
C 2.4601 1.8520 -2.4044 0.3501 1.0057 -0.6042
H 1.1221 1.2086 0.0920 0.0788 -0.0483 -0.2051
C -1.0106 0.3540 -4.5961 0.2879 -0.3202 -0.3704
H 0.3098 4.5706 -7.3891 0.0880 -0.0661 -0.0355
C -1.1259 2.9004 2.4986 1.0407 -2.4945 0.4987
O 4.6563 -0.0900 -2.0128 -0.0341 -0.1556 0.0810
C 0.1966 -3.5240 2.6214 -0.0003 0.2598 0.1710
H 1.3744 5.9935 -1.9698 -0.0666 -0.0757 0.0522
H -5.2221 -0.5677 0.6039 0.0339 -0.0755 0.0540
H 1.6886 1.4485 3.6386 0.1132 0.1500 -0.1254
H -0.0062 -3.0172 1.6807 -0.0289 -0.0463 -0.1847
C 2.8164 -1.1960 3.8704 -0.3224 0.0076 0.0189
H -1.0658 -1.7544 0.5531 -0.1377 0.1156 0.0505
H -2.3878 -0.0839 4.5747 -0.1176 -0.0912 -0.1028
C -0.5293 -2.8749 3.8012 0.1940 0.7202 -0.2104
C 0.9934 -1.9471 -3.3421 -0.0724 -0.0458 -0.0300
H 2.8457 2.2493 0.9255 -0.0794 0.0231 0.0152
H -0.4730 -4.6537 4.9991 -0.0873 -0.1471 -0.0349
C 1.8736 -0.8923 6.1523 -0.2829 -0.1387 0.0031
C 1.5591 2.7751 -1.7896 0.1170 0.3300 0.7677
O -2.1672 0.8252 -4.1458 -0.5551 -0.3038 -0.0805
H 3.5361 0.7072 0.3797 -0.0743 0.0598 0.0926
C 3.4880 -0.3860 -1.8841 0.3532 -0.0021 0.3791
C -3.1797 0.7681 0.5576 -0.0022 0.0583 0.0941
C 2.3851 0.4924 -2.1626 -0.4022 -1.3398 0.3168
H 0.9499 -3.6519 5.1911 0.1687 -0.0450 0.0914
H 4.7140 -2.6794 -1.9958 -0.0726 -0.0153 0.1142
O 1.5141 0.6510 0.8170 -0.9188 -0.1358 0.4166
C -0.1284 -3.6236 5.0719 0.1560 0.2062 0.0577
H 4.6766 -2.1949 -0.2892 -0.0158 -0.0679 -0.0563
As 0.6073 -0.2492 -2.4073 0.4500 -0.2528 -0.3687
H 2.8295 -2.2584 4.1043 0.0224 -0.1256 -0.0539
Si -0.0584 -0.9763 4.0442 -0.2205 -0.8008 1.7402
C 1.7336 -0.4822 4.6860 -0.4946 -0.1259 -0.4427
H 1.2058 5.0438 -0.4619 -0.0174 0.0249 -0.0789
H 0.6394 3.1185 -8.3606 0.0728 0.0803 0.0535
C -1.4264 -0.1046 5.0813 0.6475 -0.2037 -0.6764
O -0.9605 -0.5916 -5.3350 -0.2551 0.1305 0.0693
H -1.5225 -2.0518 -1.6652 -0.0485 -0.1423 0.0120
C -2.6628 -0.6342 0.4743 -0.7048 -0.0776 0.1076
H -4.9633 -0.5232 -1.9213 0.0699 0.1271 -0.1422
H -3.7585 0.9472 1.4610 -0.1010 -0.0097 0.1044
C -2.0469 -2.9819 3.6406 0.1549 0.2127 0.0469
H 2.8657 -0.6030 6.4976 0.1294 0.0621 0.0377
C 3.8369 0.8671 -4.9689 0.0501 -0.1304 0.0215
C 0.2639 0.8638 -3.9882 -0.1746 -0.2421 -0.1211
H 3.5539 -3.4617 -0.8786 0.0134 0.0752 -0.0129
C -2.9727 -2.9207 -0.2854 0.3690 -0.3123 -0.2412
H -3.8066 0.9899 -0.3020 -0.0609 0.0559 -0.0189
H -1.8830 1.6616 -2.2722 -0.0152 0.1210 -0.1133
H -3.2149 2.3070 -3.2924 0.0547 -0.0282 0.0643
H 2.6578 -1.0863 2.7994 0.1166 -0.0309 -0.1872
H -5.3811 -2.3150 0.5244 0.0877 0.1274 0.0407
H -2.3160 -3.3152 0.4978 -0.1080 0.0077 0.0288
Cl -3.2064 4.2410 3.3413 0.6209 -0.0948 -0.3122
```
Forces are in eV/Å.

Properties
- E_HOMO (alpha / beta) (eV) = -12.201 / -13.361
- ΔE to the lowest compared entry with this formula, charge and spin (kcal/mol) = 40.5
- LUMO (alpha / beta) (hartree) = -0.269 / -0.242
- multiplicity = 5
- expectation value of S² = 6.3702
- charge = +2
- DFT total energy (Eh) = -9618.6892

Atom charges from the Löwdin analysis, given in e for atoms 1 to 8: 0.0992, 0.0664, 0.1022, 0.0403, 0.0698, -0.2432, 0.0982, 1.4065



No. 4
Formula: C12H25ClMgNO2P2
Source: OMol25
Level of theory: the ωB97M-V functional and the def2-TZVPD basis

Structure (XYZ):
```
44
Properties=species:S:1:pos:R:3:forces:R:3
C 0.5779 -2.5023 0.6076 -0.0134 1.7290 -1.7226
C 1.7576 -2.0428 3.0877 0.5790 1.4315 0.7571
C -0.8219 -0.0677 -1.8783 0.4072 1.1916 -0.9879
P 0.3610 2.3883 -1.3927 0.5380 -0.0961 -0.4639
C -1.1770 -0.8553 -2.9729 0.3707 -3.2930 1.1756
H -1.1091 -2.8695 -3.7612 -0.0273 0.2990 -0.0464
O -2.0428 1.0180 3.3332 2.0007 0.3379 1.7282
O -1.9468 1.4099 0.3835 -2.4636 -3.7096 4.5039
H -0.2621 0.2487 2.4225 0.4665 -3.2766 1.1903
P 0.3427 -1.3421 2.1544 0.2164 -2.4190 -0.1488
H 2.6999 -1.9953 2.5275 -0.3819 0.2580 -0.0396
H 1.8706 -1.4530 4.0018 0.2225 -0.2401 0.0759
H 1.6668 -2.6686 0.4391 -0.6715 0.4645 0.3389
H -0.8041 -3.2309 3.0785 0.2080 -0.1581 -0.0858
H 2.4419 2.6482 -2.5992 -0.0067 -0.2280 -0.5134
C 2.2383 1.0126 0.9262 -1.0611 0.0790 1.7854
N -0.3067 -0.6187 -0.7540 0.4247 0.0998 1.6374
H 0.1173 -3.4753 0.8388 -0.0472 0.5249 0.4009
C -1.0527 -2.2003 2.8595 -0.6364 0.5552 0.5658
H 1.0128 2.5310 -3.7283 0.3355 -0.2959 0.4682
H -1.4713 1.7167 3.7900 -1.5324 -1.1017 -1.1403
H -1.9853 1.5785 -0.5371 0.4024 0.4558 -2.9165
C -0.8175 1.3005 -2.0647 -3.8193 1.8739 -0.4816
C -0.2783 4.0835 -1.6899 0.4037 -0.0262 0.1648
H -0.0500 -3.8744 -1.6660 -0.2596 0.6652 -0.3406
H -1.3294 -1.7044 3.7832 -0.2896 0.0176 0.1932
H -1.8965 -2.1827 2.1762 -0.1566 0.0806 -0.0697
H 1.6879 1.0337 -2.9272 -0.0594 0.6638 0.0785
C -0.8955 -2.2080 -2.9247 -0.2142 -0.1513 0.0239
H -1.2593 4.1799 -1.2089 0.2032 0.1371 -0.1585
Cl 2.9629 -0.0685 -0.2142 0.7571 -0.8322 -0.8626
H 2.4134 2.0488 0.6154 0.1228 -0.3911 0.4089
H -1.5900 -0.3890 -3.8011 -0.6082 0.6402 -1.4942
H -2.3306 1.3254 2.4847 -0.3102 1.0458 -0.6623
H 2.5903 0.7804 1.9392 0.6269 0.3899 -0.2933
C -0.0490 -1.9103 -0.6887 0.0630 -3.4812 -1.2972
C 1.5026 2.1193 -2.8226 0.7632 0.6612 0.4681
H -1.6621 1.7910 -2.6900 1.7423 -1.1346 0.2982
H -0.3421 4.2697 -2.7725 -0.1262 0.0539 0.3773
C -0.3074 -2.8106 -1.7788 0.4234 1.7315 2.0473
H 0.4342 4.7949 -1.2209 -0.5368 -0.3036 -0.3775
Mg 0.0968 0.7368 0.8062 0.4560 2.4252 -3.8639
H -2.5693 0.5442 0.4676 1.9558 2.9558 -0.4040
H 1.5819 -3.0903 3.3711 -0.4676 0.3706 -0.3168
```
Forces are in eV/Å.

Properties
- E_HOMO (alpha / beta) (eV) = -9.131 / -9.062
- ΔE to the lowest compared entry with this formula, charge and spin (kcal/mol) = 139.4
- LUMO (alpha / beta) (hartree) = -0.199 / -0.211
- charge = +1
- DFT total energy (Eh) = -2020.0865

Atom charges from the Löwdin analysis, given in e for atoms 1 to 8: -0.1782, -0.1875, -0.4145, 0.8086, -0.0188, 0.1120, -0.0625, -0.1301